Entry 1:
This record from the Open Molecules 2025 dataset describes a molecular structure, C23H23AsN4O7Tc. The level of theory is the ωB97M-V functional and the def2-TZVPD basis.

The geometry in XYZ format:
```
59
Properties=species:S:1:pos:R:3:lowdin_charge:R:1
Tc 0.16193 -0.34810 0.53569 1.764
O -1.44825 4.64868 -0.98900 0.094
C -0.82969 4.13937 -2.05854 -0.246
C -0.83939 4.91670 -3.21951 0.016
C -0.23337 4.45755 -4.36478 -0.025
C 0.40263 3.20788 -4.40032 -0.056
C 0.41674 2.43219 -3.27394 -0.018
C -0.19837 2.87294 -2.08046 -0.108
C -0.17357 2.01479 -0.92635 -0.375
O 0.37037 0.82243 -1.03942 -0.168
N -0.70991 2.41877 0.22587 0.078
N -0.60630 1.44396 1.15587 -0.152
C -0.96688 1.56057 2.38220 -0.007
C -0.80089 0.36594 3.21178 -0.228
C -1.11547 0.33299 4.55550 0.030
C -0.90985 -0.84673 5.26399 0.008
C -0.39870 -1.95369 4.60992 0.001
C -0.10207 -1.85610 3.25941 -0.061
N -0.30024 -0.72826 2.57586 -0.029
H -1.31075 4.07186 -0.21780 0.070
H -1.32509 5.88185 -3.18284 0.133
H -0.24444 5.07749 -5.25175 0.123
H 0.88291 2.86781 -5.30646 0.115
H 0.90704 1.46844 -3.27637 0.119
H -1.36653 2.48955 2.77448 0.157
H -1.50396 1.21704 5.04234 0.136
H -1.14619 -0.89336 6.31859 0.135
H -0.22529 -2.88513 5.12930 0.130
H 0.29812 -2.69089 2.69834 0.130
O 1.99684 0.24003 1.15265 -0.127
C 3.10198 -0.34483 1.00869 -0.083
C 3.30424 -1.63423 0.46842 -0.108
C 4.63093 -2.11339 0.40667 0.082
C 4.85885 -3.36359 -0.08199 -0.110
C 3.81473 -4.18462 -0.51829 0.067
C 2.51501 -3.73836 -0.46551 0.039
C 2.23090 -2.45524 0.01919 -0.283
O 0.97499 -2.05588 0.04250 -0.202
N 6.24736 -3.86570 -0.14929 -0.349
O 6.39932 -4.99318 -0.55716 0.118
O 7.11794 -3.10889 0.21721 0.110
H 3.97670 0.21238 1.35032 0.160
H 5.46241 -1.50502 0.73875 0.143
H 4.05385 -5.16897 -0.89753 0.140
H 1.69818 -4.35866 -0.80609 0.135
C -4.21510 -1.95672 -0.66008 -0.168
As -3.10117 -0.41320 -0.69884 1.098
C -2.85023 0.22995 -2.47855 -0.150
C -3.80545 0.97279 0.41445 -0.172
O -1.58540 -0.91695 -0.10136 -0.594
H -5.19540 -1.69374 -1.05655 0.062
H -4.31170 -2.30569 0.36572 0.057
H -3.76286 -2.73168 -1.27560 0.061
H -3.82105 0.45168 -2.92132 0.065
H -2.34477 -0.53846 -3.06048 0.067
H -2.24356 1.13463 -2.45319 0.032
H -4.81072 1.22059 0.07358 0.065
H -3.17136 1.85413 0.32739 0.027
H -3.84996 0.62426 1.44470 0.052
```

Calculated values
E_LUMO (alpha / beta) ... -0.2611 / -0.2863 hartree
Total charge ... +2
⟨S²⟩ ... 3.7686
Kohn-Sham gap (alpha / beta) ... 6.49 / 5.80 eV
Multiplicity ... 4
Highest occupied orbital energy (alpha / beta) ... -0.500 / -0.499 hartree

Entry 2:
This record from the Open Molecules 2025 dataset describes a molecular structure, C23H23BBrCl44NO5S at a distorted geometry. The level of theory is the ωB97M-V functional and the def2-TZVPD basis.

The geometry in XYZ format:
```
99
Properties=species:S:1:pos:R:3:lowdin_charge:R:1
C -4.79288 3.78320 0.74971 -0.131
C -4.26057 2.86546 1.95102 -0.129
B -2.72283 2.37717 1.81563 -0.370
O -1.74816 2.92396 2.73610 0.085
C -2.17914 1.25610 0.72308 -0.311
C -2.86385 1.39482 -0.71341 -0.140
C -4.25043 0.61269 -0.89065 -0.095
C -4.17974 -0.63419 -1.90308 -0.425
N -3.28969 -0.72253 -3.06918 0.088
O -4.92688 -1.59587 -1.64590 0.052
C -0.60299 1.60677 0.51358 -0.105
C 0.38027 0.86755 1.52820 -0.260
C 1.88795 0.91072 0.91815 -0.185
C 2.06095 -0.01909 -0.37795 -0.694
C 2.59544 0.91252 -1.59693 -0.136
Br 3.23096 -1.59495 -0.04491 0.619
C 0.05540 -0.67438 1.78679 -0.209
O -1.13955 -0.74436 2.61165 -0.210
S -2.39850 -0.38724 1.53035 0.814
O -3.65406 -0.37924 2.37857 -0.307
O -2.50979 -1.53857 0.57831 -0.290
H -5.79890 4.26682 1.03088 0.029
H -4.07279 4.63409 0.46455 0.082
H -4.98048 3.20728 -0.22001 0.056
H -4.30702 3.52505 2.89576 0.094
H -4.97803 1.99451 2.17366 0.122
H -1.96090 3.85975 2.91790 0.093
H -2.97127 2.52090 -0.92032 0.130
H -2.16656 1.01523 -1.54423 0.107
H -4.99344 1.34630 -1.36914 0.119
H -4.72972 0.25897 0.07704 0.122
H -2.38952 -1.08845 -2.69998 0.081
H -3.07776 0.22813 -3.43109 0.081
H -0.41101 2.73887 0.56728 0.144
H -0.30147 1.30714 -0.55201 0.109
H 0.40998 1.37487 2.55392 0.103
H 2.55622 0.50457 1.76131 0.079
H 2.16412 1.98121 0.63832 0.120
H 1.06281 -0.43969 -0.76153 0.077
H 3.34122 1.69137 -1.25081 0.085
H 2.98499 0.20090 -2.39037 0.020
H 1.64318 1.40296 -2.01865 0.087
H 0.91292 -1.07411 2.43546 0.063
H 0.02814 -1.32849 0.86023 0.124
C 4.57266 -2.07700 4.06122 -1.985
Cl 2.84162 -1.79686 3.77514 0.531
Cl 4.92317 -3.81147 3.91512 0.493
Cl 5.52535 -1.17798 2.86138 0.505
Cl 4.99963 -1.52152 5.69287 0.508
C -7.05492 7.17476 0.56886 -2.020
Cl -6.59146 6.78179 -1.10021 0.521
Cl -5.59650 7.36437 1.56217 0.489
Cl -7.98061 8.68976 0.58510 0.526
Cl -8.05114 5.86137 1.22913 0.532
C 3.00941 1.90636 6.14350 -1.990
Cl 2.57342 3.51930 6.74431 0.531
Cl 4.69365 1.92085 5.57832 0.516
Cl 2.83165 0.71902 7.45342 0.465
Cl 1.93701 1.46521 4.79945 0.542
C -1.32561 1.12780 9.10066 -2.014
Cl -1.75804 2.74379 9.70030 0.508
Cl 0.35990 1.13576 8.53606 0.457
Cl -1.50546 -0.05750 10.41138 0.517
Cl -2.39738 0.68959 7.75454 0.522
C 2.22828 -1.78375 -4.82135 -1.986
Cl 0.72139 -1.68950 -3.88533 0.496
Cl 2.73734 -0.14593 -5.28383 0.505
Cl 3.49495 -2.54271 -3.83364 0.505
Cl 1.95784 -2.75380 -6.28340 0.503
C 0.91632 -5.54796 -2.58769 -1.989
Cl 1.70665 -4.21651 -1.71588 0.449
Cl 0.28246 -6.72717 -1.42071 0.533
Cl -0.42039 -4.91006 -3.56728 0.511
Cl 2.10064 -6.34093 -3.64925 0.461
C 7.99737 -6.52263 3.65906 -2.022
Cl 6.26803 -6.53995 4.06304 0.483
Cl 8.30054 -5.29526 2.41209 0.514
Cl 8.94025 -6.13524 5.11288 0.519
Cl 8.47856 -8.11900 3.04872 0.520
C -4.70439 6.88933 5.74975 -2.022
Cl -3.91991 8.20844 6.64224 0.524
Cl -5.35361 5.70136 6.89791 0.526
Cl -6.02660 7.54540 4.76364 0.494
Cl -3.51351 6.10075 4.69172 0.507
C 5.02439 -7.78481 -6.66411 -1.994
Cl 5.94158 -6.26483 -6.63831 0.530
Cl 3.73875 -7.72208 -5.44028 0.473
Cl 4.30118 -8.01194 -8.27056 0.483
Cl 6.11405 -9.14069 -6.30812 0.529
C 2.21935 2.99471 -8.10878 -2.029
Cl 0.74739 3.88946 -7.67663 0.514
Cl 2.79519 3.53513 -9.69907 0.520
Cl 3.47559 3.29764 -6.88972 0.507
Cl 1.86031 1.25736 -8.16714 0.493
C 0.59889 -5.45149 -9.26977 -2.009
Cl 2.01224 -6.38413 -8.73168 0.468
Cl 0.19245 -5.90284 -10.93865 0.523
Cl -0.78155 -5.80075 -8.20864 0.523
Cl 0.97489 -3.71616 -9.20107 0.492
```

Calculated values
E_LUMO ... -0.0102 hartree
Kohn-Sham gap ... 9.51 eV
Highest occupied orbital energy ... -0.360 hartree

Entry 3:
This record from the Open Molecules 2025 dataset describes a molecular structure, C23H23LuPSb at a distorted geometry. The level of theory is the ωB97M-V functional and the def2-TZVPD basis.

The geometry in XYZ format:
```
49
Properties=species:S:1:pos:R:3:lowdin_charge:R:1
C -0.63709 -1.72302 -3.84315 -0.217
C 0.66549 -1.18620 -3.95754 -0.226
C 1.57305 -2.05115 -3.28248 -0.215
C 0.83268 -3.11645 -2.69724 -0.240
C -0.53247 -2.95358 -3.02500 -0.212
Lu -1.70822 0.01519 0.32723 1.242
P -3.16141 -0.32636 -1.95852 0.713
H -1.54451 -1.30285 -4.27542 0.031
H 0.92917 -0.25697 -4.46326 0.066
H 2.65103 -1.92832 -3.23455 0.063
H -1.35407 -3.59003 -2.69945 0.058
H 1.25464 -3.93093 -2.11192 0.073
H -3.70098 -1.59535 -2.33071 -0.085
H -2.82864 0.25892 -3.22079 -0.087
H -4.38202 0.41288 -1.82164 -0.121
C 4.25083 2.04397 3.88356 -0.089
C 4.37623 0.67902 3.59907 -0.090
C 3.63115 0.09807 2.56464 -0.155
C 2.75287 0.88309 1.81053 -0.411
C 2.64391 2.25414 2.06309 -0.137
C 3.38419 2.82539 3.11044 -0.087
Sb 1.72253 -0.15472 0.18843 1.534
C 0.06032 -1.33274 1.12727 -0.474
C -0.65072 -2.19034 0.27272 -0.223
C -2.01574 -2.43483 0.47092 -0.217
C -2.66094 -1.89152 1.59927 -0.203
C -1.93348 -1.09595 2.49928 -0.199
C -0.56097 -0.85490 2.29621 -0.231
C 0.19645 1.43669 -0.21990 -0.481
C -0.53893 2.06365 0.81663 -0.269
C -1.84162 2.54784 0.53101 -0.198
C -2.24903 2.71817 -0.81063 -0.143
C -1.38880 2.32372 -1.84190 -0.161
C -0.22212 1.59176 -1.56096 -0.162
H 4.82323 2.49255 4.69788 0.103
H 5.05547 0.05928 4.18126 0.102
H 3.73593 -0.96669 2.34871 0.091
H 1.99055 2.88673 1.45762 0.087
H 3.27990 3.88939 3.31881 0.101
H -0.15189 -2.66844 -0.56458 0.073
H -2.56068 -3.02938 -0.26880 0.112
H -3.72429 -2.09324 1.75929 0.111
H -2.41493 -0.63094 3.36077 0.119
H -0.02120 -0.24376 3.01831 0.110
H -0.11532 2.16813 1.82527 0.103
H -2.47159 2.90397 1.35089 0.113
H -3.20970 3.20252 -1.04146 0.119
H -1.61857 2.59809 -2.86864 0.111
H 0.39032 1.19549 -2.38058 0.097
```

Calculated values
E_LUMO (alpha / beta) ... -0.0425 / -0.0389 hartree
Kohn-Sham gap (alpha / beta) ... 4.52 / 4.62 eV
ΔE to the lowest compared entry with this formula, charge and spin ... 0.0 kcal per mole
Highest occupied orbital energy (alpha / beta) ... -0.208 / -0.209 hartree

Entry 4:
This record from the Open Molecules 2025 dataset describes a molecular structure, C23H23MgOP2 at a distorted geometry. The level of theory is the ωB97M-V functional and the def2-TZVPD basis.

The geometry in XYZ format:
```
50
Properties=species:S:1:pos:R:3:lowdin_charge:R:1
C -4.79800 -0.55025 -0.26138 -0.256
C -5.75529 -0.07399 -1.10384 -0.309
C -5.59953 0.89410 -2.12645 -0.172
C -4.39109 1.57834 -2.41171 -0.309
C -3.17316 1.38155 -1.83687 -0.178
Mg -2.72349 -0.08731 -0.40004 0.547
P -3.01307 -2.45431 1.22901 0.706
H -5.21810 -1.22805 0.52399 -0.049
H -6.77883 -0.46663 -0.96776 0.068
H -6.50940 1.15994 -2.67605 0.076
H -2.44060 2.12939 -2.22459 -0.004
H -4.50901 2.35099 -3.19468 0.071
H -2.06548 -3.37471 0.71171 -0.140
H -3.82769 -3.47523 1.76693 -0.153
H -2.36859 -2.15965 2.46012 -0.137
O -0.85052 -0.65005 0.23964 -0.501
P 0.62277 -0.16619 0.29258 0.834
C 1.22199 -0.41802 -1.44984 -0.258
C 2.39765 -1.14993 -1.76500 -0.116
C 2.96999 -1.14397 -3.03694 -0.111
C 2.23269 -0.58790 -4.09506 -0.132
C 0.93393 -0.12444 -3.85329 -0.104
C 0.44267 0.04087 -2.53062 -0.086
C 0.69231 1.42076 1.24837 -0.277
C -0.21840 2.46437 0.96396 -0.109
C -0.15715 3.68617 1.63670 -0.120
C 0.86298 3.94235 2.55881 -0.145
C 1.72913 2.90315 2.91979 -0.114
C 1.56624 1.63487 2.33725 -0.130
C 1.92590 -1.06713 1.19251 -0.319
C 3.21618 -0.50855 1.07178 -0.143
C 4.35093 -1.15246 1.56896 -0.083
C 4.22068 -2.36128 2.26220 -0.100
C 2.94546 -2.86902 2.45854 -0.095
C 1.80199 -2.23735 1.93699 -0.057
H 2.89979 -1.72461 -0.96865 0.092
H 3.93965 -1.61342 -3.21057 0.093
H 2.64606 -0.60959 -5.11306 0.089
H 0.27307 0.11327 -4.69729 0.098
H -0.56370 0.49397 -2.40052 0.079
H -0.98661 2.34438 0.19877 0.082
H -0.92114 4.45138 1.47490 0.096
H 0.93541 4.91966 3.04860 0.084
H 2.46910 3.06865 3.71080 0.092
H 2.15158 0.81767 2.75026 0.082
H 3.34305 0.44467 0.54241 0.124
H 5.33209 -0.69471 1.43013 0.102
H 5.10374 -2.84998 2.67446 0.097
H 2.83048 -3.78609 3.03458 0.096
H 0.81139 -2.65568 2.07941 0.101
```

Calculated values
E_LUMO (alpha / beta) ... 0.0993 / 0.0995 hartree
Total charge ... -1
Kohn-Sham gap (alpha / beta) ... 6.01 / 4.05 eV
ΔE to the lowest compared entry with this formula, charge and spin ... 0.0 kcal per mole
Highest occupied orbital energy (alpha / beta) ... -0.121 / -0.049 hartree

Question: What is the formula in the second record?
Answer: C23H23BBrCl44NO5S